No. 1
Density functional theory data (wB97M-V/def2-TZVPD) for 2 unconnected molecules or ions with the total composition C5H11O2.

Values from the calculation:
E_LUMO   0.14714 hartree
Strongest force on any atom   0.499 eV/A
Energy above the lowest of the compared OMol25 structures with the same formula, charge and spin   3.08 kcal per mole
Net charge   -1
Highest occupied orbital energy   -3.947 eV
Orbital gap   7.951 eV

Cartesian coordinates (Å):
C  1.13251  -1.38579  0.90172
C  1.08545  -2.89597  1.10318
H  1.97034  -0.99281  1.47278
H  1.30317  -1.11260  -0.13792
H  0.20611  -0.88222  1.18119
H  0.30089  -3.37663  0.52199
H  1.01207  -3.18173  2.15835
H  1.99676  -3.36909  0.73183
C  -1.04409  2.29286  -0.63061
C  -0.60797  1.60696  -1.91451
C  -1.17168  1.31202  0.55451
O  -1.99457  0.37888  0.38789
O  -0.43451  1.51812  1.54579
H  -0.31291  3.06067  -0.36567
H  -2.01115  2.78110  -0.74492
H  -0.22549  2.30855  -2.65922
H  -1.39737  1.03683  -2.39895
H  0.19245  0.90086  -1.70745

---

No. 2
Density functional theory data (wB97M-V/def2-TZVPD) for C3H6FNO in the gas phase in a non-equilibrium geometry.

Values from the calculation:
E_LUMO   0.01000 hartree
SMILES string   C[C@H](F)/C=N/O
Strongest force on any atom   7.720 eV/A
Energy above the lowest of the compared OMol25 structures with the same formula, charge and spin   125.10 kcal per mole
Highest occupied orbital energy   -10.176 eV
Orbital gap   10.448 eV

Cartesian coordinates (Å):
C  -1.61498  1.27479  0.09897
C  -0.91011  0.00054  -0.14616
F  -1.86901  -1.21599  -0.01459
C  0.49901  -0.14716  0.59245
N  1.33772  -0.09710  -0.50492
O  2.70140  0.08191  0.14832
H  -2.52292  1.21095  -0.39195
H  -1.12485  1.97508  -0.82473
H  -1.60938  1.68042  1.05759
H  -0.68430  -0.12724  -1.30072
H  0.86289  -0.46805  1.57632
H  3.08088  -0.07172  -0.90893

---

No. 3
Density functional theory data (wB97M-V/def2-TZVPD) for 7 unconnected molecules or ions with the total composition C47H85B2FN3O25S in a non-equilibrium geometry.

Values from the calculation:
E_LUMO   -0.15843 hartree
Strongest force on any atom   10.438 eV/A
Net charge   +1
Highest occupied orbital energy   -11.611 eV
Orbital gap   7.300 eV

Cartesian coordinates (Å):
C  9.65730  -0.26832  4.34376
C  9.15126  1.18889  3.77593
C  8.00585  1.06735  2.57306
C  6.69860  0.17216  2.99330
C  5.38441  1.09672  3.45186
C  4.06284  0.31560  2.87482
C  2.68987  0.57348  3.75242
N  1.49614  0.95436  2.85181
C  1.24748  2.26625  2.44472
B  2.09324  3.65629  2.79419
O  3.40067  4.00489  2.14866
O  1.44332  4.54764  3.81716
C  2.23471  4.58600  5.05623
C  1.50106  3.79538  6.33449
C  -0.09008  2.29124  1.49724
N  -1.21532  2.87121  2.35081
S  0.06832  3.57957  0.14909
O  1.43378  3.61144  -0.57851
O  -1.01846  3.44755  -0.98757
F  -0.16470  5.19442  0.78056
C  -0.19680  0.67910  1.06562
C  0.48614  0.39637  -0.39713
C  2.12297  0.47051  -0.43364
C  -1.76844  0.24845  0.86225
N  -2.38915  0.75728  -0.44474
C  0.47100  -0.09860  2.37780
O  1.34282  -1.25729  2.15618
C  0.62543  -2.43520  1.65897
C  1.20930  -3.72832  2.54497
C  2.07416  -4.78729  1.58142
C  0.06111  -4.46738  3.45166
C  -0.51293  -5.77509  2.63820
C  0.79013  -4.88506  4.89786
B  -0.46814  -0.20509  3.76401
O  -1.56740  -1.22040  3.84466
O  -0.31649  0.68263  4.93488
C  -1.64162  0.90993  5.60316
H  9.65971  -1.12833  3.53076
H  8.88694  -0.61318  5.17621
H  10.72304  -0.20612  4.85898
H  8.72117  1.85182  4.64948
H  10.10271  1.72745  3.30603
H  7.69520  2.14233  2.15739
H  8.57589  0.54069  1.66796
H  6.94797  -0.67084  3.79411
H  6.37527  -0.42422  2.01275
H  5.35116  1.30231  4.60586
H  5.48257  2.09758  2.81169
H  4.30706  -0.85197  2.92522
H  3.95372  0.56032  1.72819
H  2.87803  1.38712  4.60479
H  2.48796  -0.43779  4.35086
H  3.25045  4.91953  1.75956
H  2.25915  5.72941  5.39895
H  3.32735  4.17046  4.96136
H  1.17968  2.71477  6.00936
H  0.53827  4.38333  6.71857
H  2.24307  3.76104  7.26814
H  -0.95604  3.79117  2.76995
H  -1.98910  3.07725  1.65383
H  0.09320  1.06706  -1.27244
H  0.19400  -0.72299  -0.69226
H  2.52499  -0.60056  -0.18771
H  2.41838  0.68551  -1.57007
H  2.60031  1.33677  0.19095
H  -1.94775  -0.92830  0.84627
H  -2.49361  0.65151  1.71728
H  -2.18163  0.06290  -1.21991
H  -3.42383  0.75959  -0.25370
H  -0.54084  -2.36768  1.67979
H  0.97590  -2.59982  0.53373
H  2.01797  -3.30415  3.31130
H  2.28338  -5.72938  2.25254
H  1.52999  -5.02210  0.56983
H  3.11891  -4.23634  1.41014
H  -0.78086  -3.70722  3.74140
H  -0.64278  -5.43326  1.50792
H  0.25565  -6.66317  2.73151
H  -1.57644  -6.02055  3.07223
H  0.01894  -5.34795  5.66762
H  1.26292  -3.94200  5.43977
H  1.64884  -5.67268  4.75793
H  -1.46424  -1.76723  4.69781
H  -1.52803  1.75223  6.43935
H  -2.45510  1.33022  4.85224
H  -2.05129  -0.05590  6.13650
C  1.12924  5.71485  -3.06854
C  1.64124  7.14095  -3.10432
C  0.81862  8.08939  -2.28561
O  0.99752  9.32123  -2.96022
C  1.26778  9.01572  -4.26211
O  1.27757  9.82249  -5.17469
O  1.52624  7.68047  -4.41183
H  1.81912  5.05341  -3.60449
H  1.02882  5.35092  -2.04162
H  0.16091  5.62909  -3.57396
H  2.69777  7.17304  -2.81220
H  1.17551  8.16038  -1.25324
H  -0.25010  7.84785  -2.27619
C  -4.85468  -2.68480  -2.78175
C  -4.91518  -3.12060  -1.33136
C  -5.63971  -2.15034  -0.44808
O  -5.01968  -2.34869  0.80920
C  -3.75780  -2.79986  0.55340
O  -2.87112  -2.88391  1.38435
O  -3.61525  -3.14603  -0.76264
H  -4.39918  -3.47200  -3.39289
H  -5.85213  -2.47275  -3.17826
H  -4.22623  -1.79537  -2.90197
H  -5.34250  -4.12761  -1.25446
H  -6.71091  -2.36734  -0.38765
H  -5.50538  -1.10364  -0.74297
C  -4.29428  -7.97484  1.66174
C  -5.71077  -7.55138  1.32792
C  -6.43067  -8.52530  0.44488
O  -7.33963  -7.69781  -0.25768
C  -6.78116  -6.45371  -0.29815
O  -7.18224  -5.53731  -0.99319
O  -5.70707  -6.36772  0.54508
H  -3.85215  -7.27676  2.38137
H  -4.26785  -8.97972  2.09371
H  -3.65421  -7.95148  0.77278
H  -6.27472  -7.35238  2.24714
H  -6.96802  -9.28560  1.02056
H  -5.77899  -9.02415  -0.28111
C  7.04655  -1.32940  -3.74439
C  6.31326  -0.71465  -2.56898
C  7.20841  -0.39571  -1.40988
O  6.33659  -0.51120  -0.30032
C  5.35834  -1.38968  -0.66447
O  4.55248  -1.88523  0.10284
O  5.39984  -1.64469  -2.00811
H  6.36291  -1.45343  -4.59170
H  7.88489  -0.70379  -4.06514
H  7.42096  -2.32928  -3.49833
H  5.74828  0.16773  -2.89269
H  7.62007  0.61663  -1.47237
H  8.03218  -1.10694  -1.28286
C  -9.26163  -5.04289  -2.87659
C  -10.24896  -4.15954  -3.61285
C  -10.22210  -4.34751  -5.09962
O  -10.62300  -3.07845  -5.58265
C  -10.26638  -2.16950  -4.62979
O  -10.27048  -0.96190  -4.78926
O  -9.90060  -2.79156  -3.46731
H  -9.39106  -4.93168  -1.79421
H  -9.39771  -6.09739  -3.13463
H  -8.22871  -4.75175  -3.09750
H  -11.25913  -4.30053  -3.21003
H  -10.91978  -5.12340  -5.43043
H  -9.22571  -4.57354  -5.49547
C  -0.41590  9.03094  -8.86968
C  -0.77338  7.62320  -8.43647
C  0.40473  6.83130  -7.95533
O  0.03412  5.50022  -8.26423
C  -0.82579  5.57148  -9.32101
O  -1.18917  4.61591  -9.98327
O  -1.22828  6.86019  -9.54316
H  -1.32432  9.58990  -9.12072
H  0.11496  9.57055  -8.07969
H  0.20304  9.02177  -9.77374
H  -1.57236  7.64778  -7.68572
H  0.56744  6.94575  -6.87893
H  1.33620  7.06621  -8.48235

---

No. 4
Density functional theory data (wB97M-V/def2-TZVPD) for C6H15N in the gas phase in a non-equilibrium geometry.

Values from the calculation:
E_LUMO   0.04250 hartree
SMILES string   CCCCN(C)C
Strongest force on any atom   1.494 eV/A
Energy above the lowest of the compared OMol25 structures with the same formula, charge and spin   25.22 kcal per mole
Highest occupied orbital energy   -8.373 eV
Orbital gap   9.529 eV

Cartesian coordinates (Å):
C  0.87409  -0.14670  -2.71941
C  1.72755  -0.41722  -1.45337
C  1.17615  0.34937  -0.24566
C  0.02472  -0.45120  0.37414
N  -0.55509  0.23000  1.52650
C  -1.23248  -0.66790  2.43324
C  -1.47069  1.30208  1.08749
H  1.21784  -0.70343  -3.58943
H  1.01394  0.89557  -3.03571
H  -0.18710  -0.33747  -2.57147
H  1.66762  -1.49887  -1.30234
H  2.72867  -0.10675  -1.73996
H  1.92890  0.46139  0.53299
H  0.77824  1.28957  -0.62484
H  0.41747  -1.39935  0.76427
H  -0.70176  -0.70349  -0.40792
H  -1.82953  -1.45530  1.93751
H  -0.46610  -1.29101  2.92014
H  -1.88717  -0.11725  3.10093
H  -1.35447  2.19251  1.71399
H  -1.36031  1.57399  0.04288
H  -2.51049  1.00146  1.25605

---

No. 5
Density functional theory data (wB97M-V/def2-TZVPD) for C2N2S3 in the gas phase in a non-equilibrium geometry.

Values from the calculation:
E_LUMO   -0.09778 hartree
SMILES string   N#CSSSC#N
Strongest force on any atom   2.412 eV/A
Energy above the lowest of the compared OMol25 structures with the same formula, charge and spin   0.00 kcal per mole
Highest occupied orbital energy   -10.303 eV
Orbital gap   7.642 eV

Cartesian coordinates (Å):
N  1.68410  1.49594  -0.30503
C  1.88867  0.36905  -0.21903
S  2.11562  -1.27462  -0.07651
S  -0.20338  -1.64485  0.70896
S  -1.43073  -0.95749  -0.69015
C  -1.86672  0.52704  0.02378
N  -2.18757  1.48493  0.55797

---

No. 6
Density functional theory data (wB97M-V/def2-TZVPD) for 2 unconnected molecules or ions with the total composition C9H16NO in a non-equilibrium geometry.

Values from the calculation:
E_LUMO   -0.11019 hartree
Strongest force on any atom   2.332 eV/A
Energy above the lowest of the compared OMol25 structures with the same formula, charge and spin   18.33 kcal per mole
Net charge   +1
Highest occupied orbital energy   -11.861 eV
Orbital gap   8.863 eV

Cartesian coordinates (Å):
C  -0.32205  2.77442  1.68434
C  -0.58819  -1.00997  2.14256
C  -0.58737  0.34150  2.52122
C  -1.11172  -1.28581  0.91607
C  -0.79904  1.37388  1.61283
C  -1.83322  -0.33813  0.18554
C  -1.56713  0.99306  0.45686
O  -0.79196  -2.47537  0.27423
H  -0.28124  -1.79177  2.82178
H  -0.36036  0.55903  3.57545
H  -0.73055  -3.23420  0.87014
H  -2.55380  -0.64917  -0.55228
H  -1.19265  3.37804  1.37403
H  0.45233  2.91084  0.94742
H  -2.16423  1.76234  -0.07144
H  0.01613  3.20095  2.64480
C  1.29337  -0.15006  -1.51945
C  2.55411  -0.74566  -2.07041
N  0.05849  -0.79760  -2.05866
H  1.27818  -0.21602  -0.39258
H  1.27868  0.90928  -1.77053
H  3.38450  -0.07223  -1.99765
H  2.45933  -0.86421  -3.17664
H  0.14556  -1.81704  -2.17037
H  -0.83133  -0.64846  -1.56196
H  -0.10476  -0.41266  -3.00523
H  2.89893  -1.69500  -1.68005

---

- Which value of strongest force on any atom does entry 3 give?
  10.438 eV/A